Record 1
The following is a DFT calculation (ωB97M-V/def2-TZVPD) of a molecular structure, C16H20BrN5O2Os in a non-equilibrium geometry.

Values from the calculation:
Frontier orbital gap (spin up / spin down), eV: 8.47 / 4.80
DFT total energy, eV: -100926.787
<S²>: 6.0411
HOMO energy (spin up / spin down), eV: -21.1 / -21.2
Lowest unoccupied orbital energy (spin up / spin down), eV: -12.65 / -16.37
2S+1: 5
Charge: +4

Positions of all 45 atoms, in Å:
Os 0.016 0.171 -0.188
O 0.230 -1.670 5.625
C 0.006 -1.348 4.404
C -1.272 -1.213 3.799
C -1.378 -0.783 2.497
N -0.306 -0.506 1.723
C 0.906 -0.718 2.285
Br 2.280 -0.425 0.937
C 1.143 -1.104 3.566
H -0.530 -1.845 6.215
H -2.165 -1.445 4.367
H -2.351 -0.666 2.038
H 2.134 -1.228 3.982
N -2.827 3.196 0.371
C -1.764 2.452 0.640
N -1.641 1.417 -0.213
C -2.713 1.513 -1.079
C -3.135 0.704 -2.148
C -4.260 1.102 -2.866
C -4.974 2.249 -2.523
C -4.578 3.066 -1.455
C -3.466 2.657 -0.720
H -3.133 4.016 0.893
H -1.076 2.662 1.444
H -2.625 -0.225 -2.367
H -4.611 0.493 -3.687
H -5.864 2.508 -3.083
H -5.103 3.988 -1.241
C 0.052 -3.311 -0.628
O -0.474 -2.081 -1.114
H 0.966 -3.592 -1.160
H -0.679 -4.117 -0.785
H 0.239 -3.219 0.442
H -0.648 -2.206 -2.060
C 3.259 1.758 -3.999
N 1.826 1.691 -3.937
C 1.090 2.097 -5.102
C 1.220 1.271 -2.886
N 0.640 0.881 -1.945
H 3.641 1.105 -4.796
H 3.729 1.486 -3.055
H 3.570 2.772 -4.283
H 1.369 1.475 -5.963
H 1.358 3.124 -5.380
H 0.014 2.033 -4.947

Force components x, y, z for each atom (eV/Å):
Os 0.233 -1.102 -0.051
O 0.303 -0.180 0.533
C -0.390 0.345 -1.059
C 0.069 0.064 -0.113
C -0.491 -0.217 0.641
N 0.611 0.090 -0.456
C 0.296 -0.319 0.755
Br -0.683 0.057 0.085
C 0.082 0.050 -0.059
H 0.044 0.059 -0.309
H -0.043 0.060 -0.067
H 0.014 0.009 0.004
H 0.083 -0.030 -0.094
N 0.033 0.051 -0.039
C 0.096 0.068 0.217
N -0.642 0.293 -0.281
C -0.242 1.460 0.966
C -0.088 -0.366 -0.335
C -0.587 0.310 -0.184
C -0.063 -1.309 -1.148
C 0.399 0.701 0.973
C 0.601 -0.994 -0.292
H 0.161 -0.013 0.049
H -0.020 0.064 0.067
H -0.012 -0.033 -0.144
H 0.000 -0.032 -0.031
H -0.015 0.048 -0.035
H -0.099 0.076 0.074
C 0.342 -1.608 0.357
O -0.244 1.597 -0.307
H -0.044 0.219 0.179
H 0.090 0.293 0.116
H 0.009 0.069 -0.108
H 0.081 0.220 0.149
C 1.976 0.145 -0.492
N -0.986 -0.609 1.593
C -0.632 0.595 -1.667
C 0.479 0.385 -1.103
N -0.074 -0.182 0.490
H -0.265 -0.040 0.251
H -0.151 0.027 -0.050
H -0.217 -0.113 0.254
H -0.053 -0.066 0.318
H -0.062 -0.120 0.281
H 0.104 -0.020 0.072

***

Record 2
The following is a DFT calculation (ωB97M-V/def2-TZVPD) of a single C16H20BrNO4 molecule.

Values from the calculation:
Frontier orbital gap, eV: 9.41
DFT total energy, eV: -96639.309
HOMO energy, eV: -8.8
Lowest unoccupied orbital energy, eV: 0.58
ΔE to the lowest compared entry with this formula, charge and spin, kcal per mole: 1.44

Positions of all 42 atoms, in Å:
N -4.757 0.647 -0.046
C -4.014 0.284 1.033
O -4.361 -0.563 1.825
C -2.697 0.982 1.128
C -1.806 0.631 2.056
C -0.480 1.310 2.186
C 0.646 0.497 1.578
C 1.954 0.956 1.683
C 3.001 0.260 1.111
C 2.734 -0.915 0.430
Br 4.169 -1.871 -0.383
C 1.446 -1.407 0.335
C 0.409 -0.699 0.914
C -0.597 2.693 1.527
C -1.230 2.564 0.142
O -0.358 1.848 -0.672
C -0.558 1.965 -2.069
C -1.630 1.023 -2.620
C -1.199 -0.437 -2.497
C -2.325 -1.416 -2.842
O -3.249 -1.597 -1.799
O -2.521 1.987 0.205
H -4.532 1.502 -0.527
H -5.697 0.291 -0.106
H -2.059 -0.176 2.723
H -0.252 1.452 3.250
H 2.165 1.869 2.222
H 4.014 0.626 1.190
H 1.253 -2.332 -0.187
H -0.596 -1.087 0.846
H -1.236 3.335 2.135
H 0.379 3.162 1.412
H -1.415 3.565 -0.292
H -0.808 3.007 -2.315
H 0.412 1.720 -2.510
H -1.804 1.274 -3.669
H -2.559 1.193 -2.072
H -0.354 -0.617 -3.163
H -0.868 -0.626 -1.475
H -1.909 -2.409 -3.027
H -2.837 -1.081 -3.758
H -3.579 -0.739 -1.505

Force components x, y, z for each atom (eV/Å):
N -0.183 0.114 -0.379
C -0.018 -0.063 0.014
O 0.009 -0.069 0.094
C 0.481 -0.011 0.449
C -0.197 0.194 -0.149
C -0.019 0.233 -0.144
C 0.115 -0.217 0.164
C -0.112 -0.119 0.002
C 0.108 -0.034 -0.052
C 0.145 -0.126 -0.123
Br -0.144 0.092 0.084
C 0.143 -0.052 -0.045
C 0.096 0.075 0.172
C -0.182 -0.235 -0.246
C 0.499 0.829 0.000
O -0.166 -0.058 0.293
C -0.275 0.079 -0.345
C 0.379 -0.082 0.251
C -0.433 -0.018 -0.107
C 0.438 0.033 -0.240
O -0.256 0.106 0.373
O -0.353 -0.314 0.166
H -0.019 0.000 0.012
H 0.037 0.004 0.069
H -0.160 -0.121 -0.005
H -0.062 -0.006 -0.099
H 0.016 0.127 0.055
H 0.068 0.008 -0.001
H 0.002 -0.070 -0.036
H -0.084 -0.021 -0.061
H 0.025 0.024 -0.013
H -0.020 0.060 0.011
H 0.051 -0.309 0.071
H 0.091 -0.057 0.024
H -0.083 0.082 -0.051
H -0.038 0.026 -0.035
H -0.040 0.046 -0.090
H 0.102 -0.013 -0.019
H 0.049 -0.089 -0.016
H -0.019 0.087 -0.084
H 0.095 -0.082 0.018
H -0.085 -0.051 0.018

***

Record 3
The following is a DFT calculation (ωB97M-V/def2-TZVPD) of 2 unconnected molecules or ions with the total composition C16H20ClO10S3 in a non-equilibrium geometry.

Values from the calculation:
Frontier orbital gap, eV: 6.26
DFT total energy, eV: -82400.089
HOMO energy, eV: -5.7
Lowest unoccupied orbital energy, eV: 0.53
Charge: -1

Positions of all 50 atoms, in Å:
C 9.658 1.103 0.960
C 8.046 1.483 1.016
S 7.006 0.279 2.007
C 6.415 -1.167 0.910
C 4.951 -0.739 0.311
C 4.939 0.270 -0.803
C 3.457 0.728 -1.360
O 3.388 1.947 -1.939
C 2.100 -0.210 -1.223
C 2.127 -1.247 -0.123
S 0.636 -2.369 0.029
C -0.567 -1.789 1.342
C -1.841 -1.014 0.587
O -1.495 -0.360 -0.556
O -3.238 -1.046 1.114
C -4.051 -0.027 0.431
C -5.609 0.074 0.933
C -5.852 -0.256 2.521
O -6.438 -0.798 0.041
C -6.915 0.068 -1.085
O -6.231 0.136 -2.261
C -8.317 0.946 -0.995
S -8.863 1.348 0.752
C 3.489 -1.328 0.834
O 3.368 -1.906 2.045
H 10.043 1.370 -0.134
H 9.892 -0.010 1.242
H 10.290 1.800 1.687
H 7.673 1.590 -0.099
H 7.987 2.580 1.483
H 7.253 -1.320 0.075
H 6.334 -2.092 1.623
H 5.972 0.688 -1.222
H 1.202 -0.059 -1.962
H -0.037 -1.123 2.145
H -0.981 -2.772 1.879
H -3.567 1.051 0.552
H -4.095 -0.236 -0.743
H -5.962 1.191 0.711
H -6.432 -1.285 2.664
H -6.576 0.583 2.963
H -4.884 -0.298 3.177
H -9.196 0.305 -1.481
H -8.131 1.914 -1.641
H -9.908 2.285 0.785
O -2.410 -0.855 -3.157
Cl -1.408 -0.058 -3.838
O -1.916 1.285 -4.043
O -1.101 -0.660 -5.121
O -0.205 -0.001 -3.030

Force components x, y, z for each atom (eV/Å):
C 0.378 0.749 -0.308
C 1.279 0.842 -1.255
S 0.286 0.048 -0.340
C -0.556 0.377 -0.437
C -0.183 2.442 -3.611
C -1.423 -3.339 3.032
C 0.235 4.907 -2.383
O 0.310 -7.392 3.402
C 1.979 -2.437 3.416
C 0.957 3.929 -2.710
S 1.119 0.818 0.620
C -1.556 -0.255 0.938
C 1.637 3.489 -5.738
O -3.025 -4.016 8.185
O 3.176 0.932 -1.470
C -0.699 1.562 -1.812
C 1.111 0.738 0.441
C -1.254 -0.050 0.243
O -1.104 3.187 -1.805
C 3.651 -0.241 -5.211
O -4.828 -0.615 8.317
C -0.381 -0.141 -1.556
S 0.161 0.016 0.399
C -0.995 -2.424 4.492
O 1.139 3.416 -7.187
H -0.699 -0.819 2.334
H -0.600 2.154 -0.702
H -1.475 -1.546 -1.399
H 0.541 -0.307 2.361
H -0.323 -2.641 -0.786
H -2.206 0.142 1.685
H 0.185 1.864 -1.450
H -2.804 -0.731 0.861
H 1.577 -0.135 1.451
H -1.231 -1.111 -1.643
H 1.002 2.181 -1.171
H -0.843 -2.375 -0.061
H 0.272 0.365 2.590
H 0.987 -2.298 0.644
H 1.364 2.171 -0.526
H 1.637 -1.844 -0.948
H -1.710 0.154 -1.615
H 2.224 1.280 0.831
H -0.306 -2.153 1.341
H 1.074 -0.874 -1.068
O 0.393 0.203 -0.274
Cl -0.977 -0.098 -0.376
O 0.279 -0.310 0.136
O 0.103 0.130 0.335
O 0.126 0.053 -0.211

***

Record 4
The following is a DFT calculation (ωB97M-V/def2-TZVPD) of 4 unconnected molecules or ions with the total composition C16H20F12O8 in a non-equilibrium geometry.

Values from the calculation:
Frontier orbital gap, eV: 11.24
DFT total energy, eV: -65904.285
HOMO energy, eV: -11.1
Lowest unoccupied orbital energy, eV: 0.18
ΔE to the lowest compared entry with this formula, charge and spin, kcal per mole: 82.12

Positions of all 56 atoms, in Å:
C -8.108 0.088 -2.869
C -6.609 0.230 -3.040
O -5.882 -0.412 -1.958
C -4.531 -0.080 -1.731
O -3.881 0.698 -2.456
C -3.934 -0.608 -0.409
F -3.130 -1.653 -0.735
F -3.192 0.272 0.313
F -4.963 -1.010 0.344
H -8.364 0.920 -2.213
H -8.345 -0.905 -2.486
H -8.662 0.244 -3.794
H -6.322 1.281 -3.079
H -6.323 -0.342 -3.922
C 4.832 -1.825 0.327
C 4.601 -1.350 1.734
O 5.377 -2.270 2.583
C 4.841 -3.376 3.269
O 3.663 -3.747 3.144
C 5.743 -4.058 4.317
F 5.132 -4.424 5.457
F 6.020 -5.267 3.865
F 6.857 -3.364 4.639
H 4.655 -1.018 -0.384
H 4.100 -2.599 0.096
H 5.795 -2.330 0.250
H 3.563 -1.369 2.066
H 5.071 -0.390 1.945
C 0.481 0.459 0.139
C 0.636 -1.135 0.052
O -0.006 -1.769 1.128
C 0.152 -3.037 1.359
O 0.789 -3.829 0.644
C -0.702 -3.562 2.564
F -0.587 -2.820 3.664
F -1.999 -3.602 2.227
F -0.379 -4.860 2.826
H 0.934 0.988 -0.700
H 0.630 0.972 1.089
H -0.586 0.511 -0.078
H 1.722 -1.190 -0.012
H -0.017 -1.494 -0.744
C -0.236 5.130 0.489
C -0.610 4.368 -0.753
O 0.290 4.632 -1.934
C 1.593 4.131 -2.035
O 1.935 3.298 -1.162
C 2.427 4.323 -3.364
F 2.899 3.125 -3.795
F 1.708 4.919 -4.304
F 3.528 5.141 -3.203
H -1.028 5.194 1.235
H 0.061 6.121 0.147
H 0.607 4.608 0.942
H -1.560 4.742 -1.134
H -0.685 3.298 -0.559

Force components x, y, z for each atom (eV/Å):
C 0.517 0.490 0.735
C 0.645 -0.663 -0.951
O 2.434 0.222 1.638
C -0.771 3.624 -3.273
O -1.892 -2.689 2.241
C -0.340 -0.669 0.055
F -0.465 0.537 0.557
F -0.884 -0.674 -1.152
F 0.782 -0.213 0.280
H -0.705 -0.505 0.402
H -0.186 0.233 0.224
H 0.367 -0.034 -0.157
H 0.216 -0.182 -0.290
H 0.326 0.519 -0.282
C -1.017 -0.380 -0.279
C 0.596 -1.113 0.743
O 0.073 -2.275 2.360
C -4.095 2.426 -1.747
O 3.675 0.871 0.369
C 0.427 -0.847 1.018
F -0.712 1.912 0.327
F 1.466 -0.601 -1.763
F -0.818 -0.490 -0.532
H 0.435 -0.034 -0.119
H -0.111 -0.083 -0.040
H 0.170 0.615 -0.199
H 0.004 0.072 -0.127
H -0.159 -0.050 -0.007
C -2.277 -1.634 -0.451
C 0.307 2.760 -0.757
O -0.146 0.920 2.486
C 1.568 -3.208 -2.220
O -1.541 2.147 2.087
C 0.010 -1.288 -0.272
F 0.238 -0.198 -0.175
F -0.040 0.467 -0.187
F 0.186 1.464 0.046
H 0.519 -0.349 0.211
H 0.483 -0.459 0.013
H -0.282 0.787 0.228
H -0.177 -1.619 -0.055
H 1.185 0.224 -0.980
C 1.077 -0.145 -0.389
C 0.018 -0.184 -0.742
O 2.147 0.397 -0.878
C -2.547 -3.693 4.278
O 0.219 2.863 -3.006
C 1.065 0.954 -0.045
F -0.848 1.186 0.531
F -0.266 -0.566 -0.035
F -1.201 -1.096 0.528
H -0.178 -0.050 -0.329
H 0.023 0.164 0.455
H 0.138 0.351 0.172
H 0.138 -0.198 -0.221
H 0.204 -0.013 -0.323

***

Record 5
The following is a DFT calculation (ωB97M-V/def2-TZVPD) of a molecular structure, C16H20FN2O7SSe2TeY in a non-equilibrium geometry.

Values from the calculation:
Frontier orbital gap, eV: 5.93
DFT total energy, eV: -186817.121
HOMO energy, eV: -1.7
Lowest unoccupied orbital energy, eV: 4.22
Charge: -2
ΔE to the lowest compared entry with this formula, charge and spin, kcal per mole: 9.77

Positions of all 51 atoms, in Å:
Y -0.383 0.512 0.443
O -1.739 -4.314 4.153
C -2.663 -3.266 3.813
C -1.970 -2.184 2.984
C -3.067 -1.197 2.551
O -3.995 -0.850 3.609
C -0.954 -1.464 3.890
Se 0.411 -0.341 3.002
C -1.280 -2.885 1.782
Se -1.370 -2.071 -0.024
H -2.217 -4.970 4.663
H -3.064 -2.821 4.726
H -3.495 -3.683 3.223
H -3.602 -1.579 1.683
H -2.607 -0.256 2.274
H -4.548 -1.616 3.778
H -0.395 -2.204 4.460
H -1.499 -0.828 4.588
H -1.703 -3.880 1.655
H -0.226 -2.997 2.013
F 4.337 3.041 -1.082
C 3.410 3.373 -1.994
C 2.122 3.077 -1.802
N 1.154 3.402 -2.736
C -0.266 3.179 -2.429
C -0.536 1.806 -1.853
O 0.286 0.881 -2.020
O -1.598 1.696 -1.172
C 1.480 4.007 -3.927
O 0.682 4.290 -4.809
N 2.827 4.292 -4.069
C 3.872 4.056 -3.175
O 5.009 4.412 -3.434
H 1.802 2.532 -0.908
H -0.813 3.276 -3.361
H -0.637 3.926 -1.730
H 3.074 4.756 -4.926
Te -1.093 2.943 1.915
C -2.285 4.215 0.714
C -3.539 4.013 0.207
C -4.033 5.105 -0.577
C -3.145 6.134 -0.674
S -1.703 5.748 0.177
H -4.088 3.096 0.383
H -5.006 5.112 -1.056
H -3.248 7.074 -1.202
C 2.611 0.200 0.087
O 1.572 1.086 0.415
H 2.447 -0.797 0.508
H 3.572 0.557 0.477
H 2.718 0.088 -1.000

Force components x, y, z for each atom (eV/Å):
Y -0.433 -0.697 -0.285
O -0.112 0.184 -0.102
C 0.162 -0.225 0.014
C 0.147 0.028 0.035
C -0.128 -0.086 0.289
O 0.258 -0.023 -0.208
C 0.037 0.081 -0.186
Se -0.131 -0.154 0.321
C -0.130 0.125 -0.073
Se -0.204 -0.309 -0.004
H -0.047 -0.026 0.053
H -0.003 0.000 0.112
H 0.006 -0.037 0.001
H -0.115 -0.056 -0.059
H 0.057 0.216 -0.077
H -0.045 -0.032 -0.048
H -0.023 -0.067 0.055
H -0.041 -0.022 0.061
H -0.025 -0.033 0.011
H 0.075 -0.046 0.058
F 0.069 0.012 0.040
C 0.166 0.056 -0.021
C -0.446 -0.044 -0.089
N -0.012 0.128 0.006
C 0.285 0.063 -0.136
C -0.178 -0.344 -0.445
O -0.219 0.116 0.093
O 0.111 0.061 -0.188
C -0.134 -0.082 0.051
O 0.142 -0.012 0.184
N 0.012 -0.052 0.130
C 0.039 0.080 -0.175
O -0.088 -0.052 -0.006
H -0.001 0.020 0.035
H -0.069 0.063 -0.091
H 0.055 0.068 0.039
H 0.034 0.051 -0.102
Te -0.376 0.878 0.788
C -0.003 -0.018 -0.272
C -0.137 0.166 -0.061
C 0.046 -0.145 0.075
C 0.043 -0.059 -0.051
S 0.054 0.093 0.184
H 0.047 0.095 -0.018
H 0.032 -0.006 0.039
H -0.031 -0.145 0.050
C -0.026 0.301 0.059
O 1.286 -0.060 -0.070
H -0.038 -0.123 0.051
H 0.052 0.055 0.041
H -0.017 0.017 -0.109

***

Record 6
The following is a DFT calculation (ωB97M-V/def2-TZVPD) of a single C16H20N2O molecule in a non-equilibrium geometry.

Values from the calculation:
Frontier orbital gap, eV: 7.07
DFT total energy, eV: -21943.353
HOMO energy, eV: -6.9
Lowest unoccupied orbital energy, eV: 0.21
ΔE to the lowest compared entry with this formula, charge and spin, kcal per mole: 48.70

Positions of all 39 atoms, in Å:
C 3.222 2.690 -0.340
C 2.139 1.966 0.385
C 1.410 1.003 -0.510
C 0.425 0.187 -0.044
N -0.280 -0.741 -0.834
C -1.126 -1.761 -0.149
C -1.305 -2.944 -1.072
C -1.983 -2.540 -2.372
C -3.493 -2.844 -2.277
C -1.742 -1.059 -2.802
C -0.392 -0.598 -2.300
N 0.081 0.247 1.291
C 0.793 1.046 2.207
C 0.367 1.006 3.522
C 0.968 1.923 4.513
C 1.942 2.809 4.104
C 2.376 2.932 2.716
O 3.161 3.795 2.456
C 1.806 1.999 1.735
H 2.705 3.425 -0.970
H 3.924 3.202 0.328
H 3.852 2.047 -0.947
H 1.681 0.937 -1.550
H -0.681 -2.145 0.756
H -2.063 -1.298 0.112
H -0.349 -3.368 -1.344
H -1.901 -3.698 -0.543
H -1.561 -3.157 -3.206
H -3.924 -2.666 -3.248
H -3.645 -3.887 -1.973
H -3.958 -2.125 -1.603
H -2.564 -0.365 -2.480
H -1.796 -1.039 -3.896
H -0.318 0.457 -2.592
H 0.391 -1.163 -2.775
H -0.896 0.069 1.499
H -0.337 0.251 3.846
H 0.660 1.902 5.565
H 2.411 3.505 4.793

Force components x, y, z for each atom (eV/Å):
C 0.392 1.042 0.764
C -1.332 -2.624 -1.111
C 1.176 1.464 1.217
C -0.945 -0.749 -0.380
N 0.241 0.652 1.447
C 0.804 0.443 -1.065
C -0.302 0.344 -0.218
C -0.973 -0.255 -1.008
C 0.903 0.218 -0.329
C -0.840 -0.707 0.419
C -0.388 0.761 0.529
N 0.447 0.178 -0.799
C -0.934 0.668 0.950
C 1.168 0.887 0.512
C 0.548 -0.074 -1.649
C -1.316 -1.070 0.707
C -1.358 -1.452 1.363
O 2.086 2.079 -1.356
C -0.581 -0.908 -0.687
H 0.415 0.017 -0.082
H -0.540 0.107 -0.039
H -0.427 -0.367 -0.291
H 0.249 0.031 -0.042
H 0.508 0.363 0.354
H -0.782 -0.037 0.155
H 0.472 -0.152 0.443
H 0.198 -0.007 -0.203
H -0.301 0.288 0.688
H -0.437 -0.129 -0.393
H -0.224 0.368 -0.016
H -0.139 -0.243 0.329
H 0.692 -0.649 0.138
H 0.284 0.177 0.128
H 0.465 -0.117 0.329
H 0.489 -0.207 -0.388
H 0.464 -0.160 0.228
H -0.127 0.056 -0.055
H 0.029 -0.127 -0.502
H -0.082 -0.110 -0.084